1.
Below is a structure of composition C6H62BNO23 at a distorted geometry, with properties calculated with the ωB97M-V functional and the def2-TZVPD basis.

Last column: Mulliken charge in e.
Positions of all 93 atoms, in Å:
1 C 32.84 58.47 33.98  -0.791
2 O 32.55 57.46 33.19  -0.135
3 C 33.70 56.72 32.75  0.547
4 C 33.23 55.86 31.56  -0.789
5 N 34.17 55.18 30.76  1.184
6 H 33.78 54.96 29.81  0.373
7 H 35.07 55.83 30.82  0.482
8 C 34.80 54.02 31.42  -1.210
9 C 34.04 52.69 31.24  -0.929
10 O 34.93 51.74 31.44  -0.474
11 C 34.27 50.56 31.58  0.924
12 H 33.41 58.25 34.80  0.488
13 H 31.94 58.88 34.32  0.542
14 H 33.23 59.45 33.34  -0.280
15 H 33.74 56.02 33.62  0.038
16 H 34.65 57.42 32.53  -0.277
17 H 32.63 56.71 30.87  -0.217
18 H 32.55 55.27 32.04  0.308
19 H 35.13 54.10 32.38  0.316
20 H 35.84 53.93 30.88  0.388
21 H 33.63 52.69 30.25  0.337
22 H 33.26 52.59 31.83  1.018
23 H 33.55 50.45 32.66  -0.070
24 H 35.17 49.89 31.59  -0.419
25 H 33.45 50.44 30.84  0.227
26 B 31.88 60.61 37.24  -0.096
27 H 32.43 60.29 36.17  -0.266
28 H 30.77 60.15 37.19  -0.190
29 H 32.52 60.02 38.13  -0.159
30 H 31.99 61.74 37.37  -0.191
31 O 34.16 60.38 31.10  -0.740
32 H 34.10 60.66 32.02  0.198
33 H 34.85 59.64 31.24  0.501
34 O 32.13 52.29 28.04  -0.682
35 H 32.67 53.20 28.00  0.391
36 H 31.37 52.47 28.70  0.350
37 O 36.15 58.67 31.56  -0.787
38 H 36.57 58.68 32.38  0.297
39 H 36.02 57.63 31.47  0.191
40 O 36.34 47.96 33.28  -0.682
41 H 36.44 47.70 32.31  0.305
42 H 37.25 48.04 33.79  0.315
43 O 34.31 48.09 35.02  -0.664
44 H 34.98 48.30 34.24  0.373
45 H 33.76 48.78 34.92  0.348
46 O 32.69 61.86 33.30  -0.648
47 H 33.21 61.67 33.99  0.320
48 H 31.77 61.60 33.59  0.326
49 O 33.45 54.70 28.09  -0.781
50 H 33.15 55.45 27.71  0.222
51 H 34.39 54.52 27.74  0.326
52 O 36.76 52.96 28.80  -0.624
53 H 36.41 52.35 29.48  0.347
54 H 37.27 52.52 28.20  0.273
55 O 36.25 54.92 34.95  -0.506
56 H 36.76 54.23 34.62  0.297
57 H 35.58 54.44 35.13  0.239
58 O 33.07 47.70 30.92  -0.589
59 H 33.31 47.50 31.92  0.323
60 H 32.61 46.90 30.64  0.280
61 O 31.02 49.82 31.31  -0.600
62 H 31.68 49.12 31.06  0.309
63 H 30.10 49.41 31.33  0.265
64 O 34.76 48.89 28.52  -0.594
65 H 34.23 49.24 27.84  0.311
66 H 34.14 48.42 29.04  0.258
67 O 30.93 51.01 33.89  -0.552
68 H 30.94 50.75 32.96  0.319
69 H 30.25 51.69 33.94  0.321
70 O 29.56 56.74 33.16  -0.693
71 H 29.37 57.71 33.28  0.315
72 H 30.50 56.65 33.26  0.404
73 O 36.45 56.80 30.55  -0.734
74 H 37.24 56.13 30.66  0.338
75 H 36.34 57.26 29.60  0.358
76 O 33.12 57.40 28.78  -0.519
77 H 33.64 57.98 28.14  0.299
78 H 32.73 58.09 29.32  0.303
79 O 33.78 50.85 35.55  -0.656
80 H 32.87 50.60 35.86  0.319
81 H 34.40 50.53 36.13  0.271
82 O 30.77 53.42 30.40  -0.570
83 H 29.89 53.93 30.53  0.297
84 H 30.58 52.72 30.91  0.231
85 O 31.62 59.06 30.66  -0.735
86 H 32.36 59.69 30.75  0.447
87 H 31.30 58.64 31.58  0.290
88 O 34.02 53.73 35.52  -0.659
89 H 33.55 52.91 35.34  0.286
90 H 33.20 54.25 35.89  0.328
91 O 37.48 50.72 30.50  -0.705
92 H 37.36 50.18 29.78  0.330
93 H 36.66 50.53 31.07  0.222

Calculated values
HOMO = -6.49 eV
orbital gap = 5.1682 eV
charge = 0
relative energy (zero: lowest compared OMol25 entry of this formula, charge and spin) = 0.000 eV

=====

2.
Below is a cluster of 2 separate species, C4H13N4O in total at a distorted geometry, with properties calculated with the ωB97M-V functional and the def2-TZVPD basis.

Last column: natural (NBO) charge in e.
Positions of all 22 atoms, in Å:
1 C 2.03 -1.05 -3.08  -0.431
2 C -0.08 -0.94 -1.79  0.670
3 N -0.81 -0.32 -0.87  -0.759
4 N 1.02 -0.37 -2.27  -0.542
5 N -0.59 -2.02 -2.41  -0.789
6 H -0.34 0.16 -0.10  0.462
7 H -1.76 -0.62 -0.75  0.415
8 H 1.41 0.39 -1.72  0.424
9 H -0.35 -2.25 -3.36  0.422
10 H -1.21 -2.68 -1.96  0.427
11 H 2.01 -0.71 -4.12  0.226
12 H 1.90 -2.12 -3.02  0.216
13 H 3.01 -0.83 -2.66  0.233
14 C -0.37 0.57 3.65  -0.715
15 C -0.60 1.55 2.53  0.705
16 O -0.32 1.27 1.36  -0.701
17 N -1.08 2.76 2.86  -0.793
18 H -1.04 0.75 4.48  0.228
19 H 0.68 0.67 3.95  0.253
20 H -1.64 3.26 2.19  0.407
21 H -1.39 2.98 3.79  0.401
22 H -0.48 -0.45 3.30  0.241

Calculated values
HOMO = -13.30 eV
orbital gap = 10.6709 eV
charge = +1
relative energy (zero: lowest compared OMol25 entry of this formula, charge and spin) = 0.505 eV

=====

3.
Below is a cluster of 7 separate species, C19H47N3O8S3 in total at a distorted geometry, with properties calculated with the ωB97M-V functional and the def2-TZVPD basis.

Last column: Mulliken charge in e.
Positions of all 80 atoms, in Å:
1 C -3.13 -4.23 -2.61  -0.841
2 S -2.47 -3.00 -1.37  0.657
3 O -3.33 -1.73 -1.29  -0.630
4 C -2.61 -3.98 0.18  -0.758
5 H -3.25 -3.71 -3.56  0.115
6 H -4.15 -4.45 -2.27  0.340
7 H -2.55 -5.14 -2.78  0.370
8 H -3.68 -4.16 0.33  0.421
9 H -2.33 -3.42 1.07  -0.101
10 H -2.02 -4.90 0.14  0.441
11 C -4.09 -1.71 -5.90  -1.008
12 S -2.27 -1.42 -6.09  0.517
13 O -2.10 -0.61 -7.35  -0.627
14 C -2.13 -0.24 -4.67  -0.662
15 H -4.42 -2.20 -4.98  0.305
16 H -4.34 -2.42 -6.69  0.344
17 H -4.70 -0.83 -6.09  0.379
18 H -3.10 0.23 -4.51  0.335
19 H -1.32 0.48 -4.81  0.398
20 H -1.95 -0.91 -3.83  0.033
21 C 1.75 6.44 5.49  -0.959
22 S 1.13 6.25 3.79  0.427
23 O 2.22 5.58 3.02  -0.530
24 C -0.19 5.03 4.15  -0.916
25 H 0.94 6.73 6.17  0.372
26 H 2.54 7.19 5.50  0.313
27 H 2.21 5.50 5.80  0.310
28 H -0.87 5.45 4.89  0.393
29 H 0.32 4.11 4.44  0.290
30 H -0.79 4.75 3.29  0.275
31 C -2.91 -5.34 5.63  0.109
32 O -3.51 -5.58 6.69  -0.599
33 N -2.80 -4.10 5.10  0.082
34 C -1.86 -3.90 3.91  -1.066
35 C -3.29 -2.82 5.66  -0.943
36 H -2.48 -6.11 4.98  0.346
37 H -1.61 -2.84 3.82  0.333
38 H -2.48 -4.21 3.08  0.389
39 H -0.98 -4.53 4.03  0.372
40 H -3.95 -3.00 6.52  0.331
41 H -2.55 -2.05 5.87  0.311
42 H -3.89 -2.37 4.86  0.356
43 C 4.41 3.25 1.09  0.149
44 O 5.36 2.46 1.47  -0.671
45 N 4.07 3.42 -0.20  0.167
46 C 4.76 2.69 -1.33  -0.818
47 C 2.94 4.33 -0.66  -0.760
48 H 3.83 3.92 1.75  0.373
49 H 4.02 2.47 -2.09  0.198
50 H 5.18 1.73 -1.04  0.234
51 H 5.54 3.24 -1.86  0.341
52 H 2.40 3.74 -1.41  0.262
53 H 2.26 4.55 0.15  0.261
54 H 3.35 5.21 -1.16  0.293
55 C -1.16 0.66 -1.01  0.306
56 O -0.58 1.36 -1.77  -0.611
57 N -1.07 0.77 0.33  0.162
58 C -1.73 -0.11 1.28  -0.945
59 C -0.12 1.63 1.03  -0.975
60 H -1.84 -0.16 -1.28  0.318
61 H -1.01 -0.75 1.78  0.369
62 H -2.37 -0.83 0.77  0.153
63 H -2.35 0.38 2.02  0.309
64 H 0.67 1.00 1.43  0.314
65 H 0.35 2.36 0.38  0.239
66 H -0.64 2.16 1.83  0.342
67 O 4.14 0.57 -4.19  -0.554
68 C 3.78 -0.61 -4.11  0.786
69 O 2.69 -0.99 -3.35  -0.385
70 C 2.20 -0.19 -2.29  0.567
71 C 2.90 -0.61 -0.96  -1.178
72 C 4.44 -1.76 -4.86  -1.038
73 H 1.13 -0.36 -2.15  -0.150
74 H 2.37 0.88 -2.37  0.080
75 H 2.61 -0.05 -0.07  0.242
76 H 3.99 -0.60 -0.98  0.317
77 H 2.67 -1.62 -0.64  0.367
78 H 3.66 -2.41 -5.25  0.314
79 H 5.19 -2.22 -4.23  0.260
80 H 4.99 -1.33 -5.70  0.338

Calculated values
HOMO = -8.77 eV
orbital gap = 8.6773 eV
charge = 0

=====

4.
Below is a structure of composition C31H30BCl2LiN11O at a distorted geometry, with properties calculated with the ωB97M-V functional and the def2-TZVPD basis.

Last column: Löwdin spin population.
Positions of all 77 atoms, in Å:
1 Li -0.09 0.00 -0.27  0.001
2 C -0.99 -2.17 2.75  0.000
3 C -0.30 -0.86 3.00  0.000
4 C -0.34 -0.06 4.16  0.000
5 C 0.46 1.02 3.86  0.000
6 N 0.94 0.85 2.62  0.000
7 N 0.47 -0.31 2.09  0.000
8 B 1.81 1.76 1.71  0.000
9 N 2.71 0.87 0.84  0.000
10 C 3.98 0.51 1.13  0.000
11 C 4.37 -0.45 0.22  0.000
12 C 3.23 -0.63 -0.60  0.000
13 C 3.05 -1.57 -1.75  0.000
14 N 2.25 0.16 -0.21  0.000
15 N 0.88 2.64 0.83  0.000
16 C 0.48 3.90 1.08  0.000
17 C -0.47 4.24 0.15  0.000
18 C -0.61 3.09 -0.66  0.000
19 C -1.50 2.89 -1.84  -0.001
20 N 0.21 2.13 -0.23  0.000
21 N 2.73 2.72 2.50  0.000
22 C 3.55 3.60 1.90  0.000
23 C 4.25 4.27 2.87  0.000
24 C 3.78 3.72 4.08  0.000
25 C 4.17 4.06 5.48  0.000
26 N 2.86 2.79 3.84  0.000
27 H -1.67 -2.41 3.57  0.000
28 H -1.57 -2.10 1.82  0.000
29 H -0.27 -2.97 2.62  0.000
30 H -0.89 -0.24 5.07  0.000
31 H 0.73 1.88 4.45  0.000
32 H 4.52 0.95 1.95  0.000
33 H 5.32 -0.95 0.15  0.000
34 H 3.87 -1.48 -2.47  0.000
35 H 3.01 -2.60 -1.40  0.000
36 H 2.10 -1.35 -2.23  0.000
37 H 0.89 4.47 1.90  0.000
38 H -1.00 5.17 0.05  0.000
39 H -2.27 3.66 -1.87  0.000
40 H -0.94 2.92 -2.77  0.000
41 H -1.99 1.92 -1.79  0.000
42 H 3.58 3.68 0.82  0.000
43 H 4.99 5.04 2.75  0.000
44 H 4.99 4.79 5.48  0.000
45 H 3.33 4.49 6.03  0.000
46 H 4.50 3.17 6.02  0.000
47 O -0.01 -0.08 -2.63  0.062
48 C -1.18 -0.49 -2.18  0.239
49 C -0.16 -0.15 -4.09  0.141
50 C -1.21 0.18 -4.95  0.035
51 C -2.62 0.68 -5.06  0.157
52 C -3.69 0.70 -4.10  0.088
53 C -3.29 0.04 -2.99  0.104
54 C -2.97 -0.37 -0.60  -0.001
55 N -2.24 0.04 0.43  -0.012
56 C -3.04 0.25 1.50  0.000
57 C -4.33 -0.03 1.16  -0.009
58 N -4.29 -0.33 -0.16  -0.009
59 H 0.76 -0.53 -4.51  0.008
60 H -0.82 0.03 -5.96  -0.001
61 H -2.85 1.06 -6.06  0.012
62 H -4.65 1.17 -4.28  0.008
63 H -2.64 0.60 2.44  0.000
64 H -5.25 0.01 1.72  -0.001
65 H -5.02 -0.73 -0.73  0.001
66 Cl -0.23 -5.38 0.59  0.008
67 C -1.23 -4.37 -0.50  0.021
68 C -2.30 -5.03 -1.08  0.011
69 C -3.27 -4.65 -2.02  0.004
70 C -3.43 -3.36 -2.59  0.033
71 C -2.85 -2.22 -2.19  0.051
72 Cl -2.54 -0.77 -2.03  -0.003
73 C -0.66 -3.08 -0.61  0.023
74 N -0.02 -2.11 -0.59  0.021
75 H -2.38 -6.06 -0.75  0.001
76 H -3.95 -5.42 -2.35  0.000
77 H -4.17 -3.23 -3.39  0.006

Calculated values
HOMO (spin up / spin down) = 0.16 / -0.06 eV
orbital gap (spin up / spin down) = 4.0746 / 4.3000 eV
charge = -2
relative energy (zero: lowest compared OMol25 entry of this formula, charge and spin) = 24.005 eV
2S+1 = 2

=====

5.
Below is a structure of composition C2H4NP at a distorted geometry, with properties calculated with the ωB97M-V functional and the def2-TZVPD basis.

Last column: natural (NBO) charge in e.
Positions of all 8 atoms, in Å:
1 C -0.29 0.38 -0.09  0.097
2 C -0.52 -0.99 -0.34  -0.467
3 N -1.02 1.36 0.08  -0.624
4 P 1.64 -0.09 -0.16  0.181
5 H -1.04 -1.63 0.36  0.246
6 H 0.00 -1.26 -1.23  0.241
7 H -0.61 2.33 0.18  0.364
8 H 1.82 -0.11 1.21  -0.038

Calculated values
HOMO = -8.62 eV
orbital gap = 8.1748 eV
charge = 0
relative energy (zero: lowest compared OMol25 entry of this formula, charge and spin) = 2.260 eV

=====

6.
Below is a structure of composition C2HInO3 at a distorted geometry, with properties calculated with the ωB97M-V functional and the def2-TZVPD basis.

Last column: Mulliken charge in e.
Positions of all 7 atoms, in Å:
1 O -2.66 0.43 -0.38  0.022
2 H -3.24 1.19 -0.09  0.536
3 O 0.29 0.33 -0.18  0.074
4 C -0.86 -0.01 0.04  0.858
5 C -2.08 -0.36 0.42  0.292
6 O 1.22 -0.62 -0.25  0.029
7 In 3.01 -0.02 -0.40  2.190

Calculated values
HOMO (spin up / spin down) = -31.15 / -31.24 eV
orbital gap (spin up / spin down) = 5.5621 / 5.6440 eV
charge = +4

=====

7.
Below is a cluster of 2 separate species, C2H4ClN2P in total at a distorted geometry, with properties calculated with the ωB97M-V functional and the def2-TZVPD basis.

Last column: natural (NBO) charge in e.
Positions of all 10 atoms, in Å:
1 C 1.01 -1.95 0.07  -0.247
2 C -0.22 2.25 -0.17  -0.069
3 N 2.20 -1.54 -0.03  -0.728
4 N 0.89 2.77 -0.44  -0.376
5 P 3.63 -1.07 -0.15  0.599
6 Cl 2.29 2.08 0.26  0.088
7 H 0.79 -3.00 -0.03  0.191
8 H 0.21 -1.25 0.23  0.179
9 H -1.09 2.71 -0.63  0.196
10 H -0.38 1.40 0.48  0.168

Calculated values
HOMO = -7.28 eV
orbital gap = 7.0008 eV
charge = 0
relative energy (zero: lowest compared OMol25 entry of this formula, charge and spin) = 3.964 eV

=====

8.
Below is a cluster of 4 separate species, C4H17N2O5 in total at a distorted geometry, with properties calculated with the ωB97M-V functional and the def2-TZVPD basis.

Last column: natural (NBO) charge in e.
Positions of all 28 atoms, in Å:
1 O -1.29 1.35 1.81  -0.544
2 C -1.43 1.26 0.62  0.758
3 O -2.11 0.17 0.10  -0.745
4 C -0.82 2.11 -0.50  -0.148
5 C -0.11 1.18 -1.49  -0.431
6 C 1.06 0.42 -0.88  -0.227
7 N 0.70 -0.95 -0.36  -0.692
8 N -1.80 2.87 -1.25  -0.804
9 H -2.64 -0.20 0.82  0.511
10 H -0.12 2.77 0.00  0.223
11 H 0.32 1.81 -2.25  0.254
12 H -0.84 0.51 -1.95  0.232
13 H 1.83 0.25 -1.62  0.226
14 H 1.48 0.90 0.00  0.239
15 H 1.46 -1.23 0.25  0.452
16 H -0.21 -0.98 0.10  0.459
17 H 0.57 -1.66 -1.10  0.459
18 H -2.28 3.60 -0.72  0.383
19 H -2.52 2.24 -1.60  0.368
20 H 0.24 -2.72 2.92  0.496
21 H 0.47 -3.55 1.71  0.468
22 O 0.36 -2.63 1.97  -0.960
23 H 3.64 0.96 2.42  0.482
24 H 2.40 1.80 2.29  0.477
25 O 2.70 0.88 2.20  -0.955
26 H 0.05 -3.96 -0.56  0.479
27 H -0.73 -3.88 -1.84  0.501
28 O -0.40 -3.31 -1.12  -0.960

Calculated values
HOMO = -12.71 eV
orbital gap = 9.7587 eV
charge = +1
relative energy (zero: lowest compared OMol25 entry of this formula, charge and spin) = 0.727 eV

=====

9.
Below is a structure of composition C3H9NO2S at a distorted geometry, with properties calculated with the ωB97M-V functional and the def2-TZVPD basis.

Last column: natural (NBO) charge in e.
Positions of all 16 atoms, in Å:
1 C -0.39 -0.75 -0.33  -0.231
2 C -0.28 -2.27 -0.04  -0.522
3 S -0.53 -3.32 -1.51  -0.768
4 N -0.22 0.19 0.75  -0.678
5 C 0.01 1.64 0.44  0.141
6 O 0.89 2.19 1.33  -0.851
7 H 0.51 -0.58 -0.96  0.165
8 H -1.17 -0.61 -1.10  0.142
9 H -0.81 -2.60 0.86  0.157
10 H 0.79 -2.35 0.20  0.175
11 H -0.77 -0.08 1.55  0.337
12 H -1.01 2.10 0.41  0.084
13 H 0.37 1.67 -0.59  0.110
14 H 0.88 3.38 1.07  0.487
15 H 1.30 5.04 1.35  0.409
16 O 0.76 4.56 0.70  -1.157

Calculated values
HOMO = 0.10 eV
orbital gap = 5.8873 eV
charge = -2
relative energy (zero: lowest compared OMol25 entry of this formula, charge and spin) = 0.710 eV

=====

10.
Below is the ion C12H17Br2N4O with charge +1 at a distorted geometry, with properties calculated with the ωB97M-V functional and the def2-TZVPD basis.

Last column: natural (NBO) charge in e.
Positions of all 36 atoms, in Å:
1 C 2.61 -0.21 3.95  -0.650
2 C 1.13 0.05 3.49  0.004
3 C 0.25 0.63 4.51  -0.221
4 C -1.14 0.89 4.14  -0.178
5 C -1.58 0.60 2.79  -0.238
6 C -0.71 0.03 1.76  -0.039
7 C -1.36 -0.20 0.36  -0.263
8 N -0.48 -0.82 -0.64  -0.581
9 C 0.63 -0.25 -1.22  0.500
10 N 1.53 -0.89 -2.26  -0.417
11 C 2.46 0.08 -2.51  0.220
12 N 2.22 1.20 -1.71  -0.418
13 N 1.12 0.98 -0.94  0.077
14 O 0.72 1.95 -0.08  -0.448
15 C 0.67 -0.25 2.12  -0.223
16 H 3.01 0.67 4.53  0.232
17 H 2.62 -1.09 4.66  0.238
18 H 3.28 -0.48 3.10  0.215
19 H 0.62 0.86 5.54  0.236
20 H -1.83 1.33 4.90  0.237
21 H -2.64 0.85 2.54  0.221
22 H -2.25 -0.86 0.50  0.254
23 H -1.78 0.79 0.00  0.233
24 H -0.73 -1.76 -0.94  0.462
25 H 3.31 0.03 -3.23  0.265
26 H 2.78 2.04 -1.68  0.449
27 H 1.54 2.20 0.40  0.499
28 H 1.37 -0.69 1.37  0.200
29 Br -2.07 -3.05 -5.23  0.002
30 C -2.81 -1.37 -4.56  -0.454
31 C -1.74 -0.32 -4.41  -0.481
32 Br -0.66 -0.65 -2.79  0.139
33 H -3.33 -1.60 -3.63  0.225
34 H -3.54 -1.07 -5.31  0.242
35 H -2.18 0.66 -4.26  0.229
36 H -1.05 -0.29 -5.25  0.231

Calculated values
HOMO = -11.58 eV
orbital gap = 8.2535 eV
charge = +1